# C31H61Cl2F6N6O5SbSi2Sr

A molecular structure, C31H61Cl2F6N6O5SbSi2Sr (ωB97M-V/def2-TZVPD, the OMol25 dataset).

Structure (XYZ):
```
115
Properties=species:S:1:pos:R:3:forces:R:3
Sr -1.429477 -0.398418 1.561029 5.497 2.886 -0.065
N -1.694832 2.679761 5.216703 -0.352 -0.205 -0.336
C -2.177640 1.925611 4.218939 -0.115 0.249 0.414
N -1.185741 1.499532 3.473852 -0.147 -0.281 -0.363
C -0.080431 2.031587 4.061688 -1.020 0.325 0.507
N -0.372958 2.757013 5.124308 1.057 0.102 0.057
C 1.244886 1.869859 3.506137 1.051 0.106 -0.126
C 2.333941 2.596403 4.012478 -0.613 -0.258 -0.011
N 3.525676 2.526149 3.460438 0.323 0.158 -0.068
C 3.647266 1.762632 2.385297 -0.103 -0.232 -0.172
C 2.582498 1.017036 1.889395 0.044 0.168 0.110
N 1.382514 1.051997 2.457573 -0.313 0.171 0.214
H -2.181172 3.159271 5.962830 0.051 -0.120 -0.152
H -3.217890 1.719759 4.074732 -0.272 -0.093 0.023
H 2.218104 3.241363 4.871056 -0.088 0.030 0.089
H 4.618651 1.743982 1.915116 0.090 -0.101 -0.119
H 2.678389 0.384633 1.020828 0.187 -0.078 -0.101
Cl -2.741088 -0.927423 -0.850674 0.175 -0.904 -1.097
C -3.499779 0.639228 -0.811739 -0.729 0.484 -0.916
Cl -3.272635 1.399354 0.738407 -0.735 1.418 0.474
H -4.568330 0.504638 -0.966464 0.143 0.010 0.001
H -3.023634 1.259047 -1.573837 -0.201 -0.136 0.092
F -2.110532 -2.366963 1.608396 -1.657 -2.232 0.101
Sb -3.933086 -2.067896 2.374094 -1.749 -1.991 0.794
F -4.829563 -0.999203 1.077436 0.722 -0.253 0.227
F -4.397870 -3.571467 1.358502 -0.170 0.322 0.326
F -5.310042 -1.536916 3.510583 -0.256 -0.289 -0.034
F -3.265943 -3.109568 3.782612 -0.085 0.149 -0.143
F -2.974877 -0.536169 3.053435 -1.383 0.032 1.235
O 0.315620 0.187615 -1.159895 -0.756 2.126 2.651
N -0.039751 0.893763 -0.216490 0.413 -0.786 -3.807
C 2.490651 3.565358 -1.307823 -0.213 -0.132 -0.331
C 2.129748 3.374176 -2.779248 0.735 0.323 -0.124
C 1.932869 4.724154 -3.462957 -0.063 -0.268 0.149
C 3.189211 2.559615 -3.519415 -0.320 0.132 0.180
O 0.918786 2.620892 -2.872838 -0.382 -0.476 0.075
Si -0.512733 2.753342 -2.168397 0.094 0.363 -0.728
O -0.509361 2.121289 -0.565021 0.653 -0.835 0.679
O -0.856314 4.303708 -1.954280 0.219 -0.480 0.013
C -1.961607 5.143256 -1.637160 -0.523 0.718 0.145
C -2.770442 4.549148 -0.487877 0.335 0.058 -0.260
C -1.352466 6.487127 -1.231465 -0.090 -0.361 -0.119
C -2.837301 5.311149 -2.879124 0.315 -0.087 0.235
O -1.641176 1.887051 -2.937462 0.072 0.191 0.576
C -1.655633 1.262760 -4.233439 -0.195 -0.408 -0.792
C -1.254523 2.275873 -5.301715 -0.088 -0.070 0.358
C -3.093051 0.798066 -4.471654 0.334 0.180 0.148
C -0.688551 0.085021 -4.238749 -0.142 0.231 0.169
H 3.436588 4.089126 -1.216421 0.120 0.058 0.070
H 2.560134 2.601640 -0.806281 0.110 -0.127 0.043
H 1.713625 4.149487 -0.822198 -0.067 0.173 0.169
H 2.848035 5.304752 -3.411608 0.139 0.098 -0.004
H 1.136535 5.265841 -2.965781 -0.078 0.192 0.018
H 1.667464 4.583580 -4.507757 -0.027 -0.015 -0.120
H 4.140184 3.081347 -3.510081 0.162 0.066 0.027
H 2.886895 2.415469 -4.553293 -0.035 -0.019 -0.117
H 3.309970 1.584696 -3.057618 0.054 -0.164 0.094
H -2.094742 4.191877 0.285938 0.005 0.025 0.161
H -3.365190 3.714857 -0.848628 -0.132 -0.146 -0.014
H -3.437955 5.297173 -0.069217 -0.098 0.032 0.035
H -0.712735 6.359617 -0.361859 0.051 0.018 0.129
H -2.135181 7.203652 -1.000305 -0.072 0.088 0.043
H -0.751087 6.877367 -2.048192 0.064 0.071 -0.077
H -3.213186 4.343981 -3.202741 -0.095 -0.127 -0.070
H -2.251692 5.748079 -3.682603 0.041 0.060 -0.149
H -3.679367 5.964659 -2.664627 -0.074 0.041 0.026
H -1.907619 3.143448 -5.257753 -0.101 0.132 -0.053
H -1.328876 1.825825 -6.287749 0.010 -0.015 -0.088
H -0.231756 2.594586 -5.131425 0.186 0.091 -0.089
H -3.775832 1.637940 -4.374535 -0.113 0.120 -0.024
H -3.381256 0.026810 -3.761618 -0.012 -0.135 0.095
H -3.185832 0.392240 -5.474192 -0.033 -0.083 -0.098
H 0.307731 0.440987 -3.993487 0.179 -0.047 -0.091
H -0.683623 -0.377200 -5.221679 0.045 -0.080 -0.090
H -0.973414 -0.659058 -3.498199 -0.089 -0.097 0.057
C 2.716318 -2.118404 -0.313153 -0.225 -0.237 0.197
C 2.795998 -3.093237 0.866349 -0.301 -0.499 0.154
C 3.489949 -2.377422 2.028978 -0.303 -0.154 -0.051
C 3.673698 -4.286698 0.475482 -0.113 0.074 0.015
Si 1.008039 -3.748745 1.390462 -0.234 0.689 -0.010
C 0.124554 -4.901264 0.051168 0.347 0.057 0.297
C 0.512075 -4.464938 -1.370099 0.107 -0.060 0.357
C -1.408471 -4.883016 0.106962 0.234 0.109 0.211
C 0.595175 -6.346157 0.282496 0.012 0.261 0.024
C 0.856099 -4.216476 3.300228 0.155 -0.193 -0.476
C 1.028378 -2.987465 4.208808 0.011 -0.081 -0.356
C -0.515175 -4.820791 3.605447 0.116 0.139 -0.269
C 1.917475 -5.264803 3.659902 -0.043 0.177 -0.129
H 3.686879 -1.650774 -0.466990 0.211 0.151 0.005
H 1.965117 -1.347871 -0.138080 0.034 0.083 -0.064
H 2.462694 -2.629197 -1.233693 -0.128 -0.016 -0.197
H 4.447403 -1.981842 1.693517 0.159 0.111 -0.130
H 3.705724 -3.062280 2.842910 -0.021 0.004 0.181
H 2.889362 -1.551817 2.404686 0.001 0.064 0.137
H 4.671076 -3.939122 0.215438 0.264 0.065 -0.058
H 3.280936 -4.817783 -0.384285 -0.038 -0.134 -0.150
H 3.771403 -4.991067 1.296694 0.064 -0.157 0.107
H 0.277649 -3.414737 -1.536811 -0.003 0.128 -0.090
H -0.049847 -5.055901 -2.092303 -0.112 -0.096 -0.083
H 1.566397 -4.629528 -1.571450 0.122 0.055 -0.087
H -1.798221 -3.945538 -0.282297 -0.107 0.110 0.046
H -1.801898 -5.040230 1.106630 -0.089 0.044 0.105
H -1.796590 -5.681863 -0.524902 0.002 -0.110 -0.117
H 1.679335 -6.422583 0.306238 0.157 -0.090 0.001
H 0.230670 -6.977960 -0.525301 -0.063 -0.155 -0.146
H 0.199148 -6.740101 1.213907 -0.014 -0.112 0.153
H 0.375397 -2.163518 3.897230 -0.018 0.001 0.077
H 2.050332 -2.624641 4.221650 0.087 0.103 -0.013
H 0.767578 -3.261261 5.230287 -0.091 -0.020 0.138
H -1.302459 -4.102440 3.425541 -0.254 0.067 -0.059
H -0.566797 -5.103647 4.655200 0.044 -0.041 0.193
H -0.713071 -5.711539 3.018788 -0.057 -0.172 -0.114
H 2.926700 -4.896845 3.510808 0.217 0.021 -0.017
H 1.793945 -6.169032 3.071198 0.006 -0.185 -0.084
H 1.820821 -5.538446 4.708131 -0.027 -0.067 0.241
```
Forces are in eV/Å.

Output
- ΔE to the lowest compared entry with this formula, charge and spin (eV) = 4.458
- HOMO-LUMO gap (spin up / spin down) (eV) = 5.16 / 7.73
- E_LUMO (spin up / spin down) (eV) = -3.768 / -3.772
- net charge = +1
- DFT total energy (eV) = -116795.9665
- ⟨S²⟩ = 0.7514
- 2S+1 = 2



# C31H61F6N4O5PtS2SbSi6

A molecular structure, C31H61F6N4O5PtS2SbSi6 (ωB97M-V/def2-TZVPD, the OMol25 dataset).

Structure (XYZ):
```
117
Properties=species:S:1:pos:R:3:forces:R:3
Pt 0.251588 -1.129650 0.293014 0.506 -0.166 -0.402
C 2.251761 0.775794 2.830027 -0.059 -0.027 0.098
Si 1.844861 -0.996484 3.328323 0.075 0.034 -0.061
C 3.330856 -2.128151 3.140394 0.001 0.054 0.025
C 1.669028 -0.969335 5.211261 0.021 -0.053 -0.045
C 0.319613 -1.611917 2.387546 0.093 0.267 0.078
Si -1.167450 -0.956970 3.352686 -0.127 0.080 -0.051
C -2.854103 -1.185308 2.531799 -0.012 0.036 0.031
C -1.025511 0.892192 3.663776 0.018 -0.079 -0.041
C -1.410117 -1.750328 5.055070 0.020 -0.017 0.006
Si 0.290313 -3.444052 2.094335 -0.125 -0.033 -0.076
C -0.111537 -4.631463 3.491079 0.047 -0.033 -0.033
C 1.713209 -4.192134 1.135890 -0.021 -0.034 0.040
C -1.237414 -3.481398 0.942551 -0.016 0.007 -0.055
C -2.242482 -4.430074 0.792165 0.040 -0.012 -0.017
C -3.323566 -4.180235 -0.036102 0.007 0.020 -0.019
C -3.402299 -2.962028 -0.698479 -0.005 -0.007 0.059
C -2.381911 -2.050763 -0.529807 -0.031 -0.055 -0.043
N -1.330863 -2.324309 0.251381 0.075 0.078 0.124
H 2.267506 1.413826 3.717605 -0.026 0.013 0.008
H 1.516345 1.182013 2.133339 -0.006 0.006 -0.027
H 3.229278 0.847815 2.364569 -0.022 -0.038 0.021
H 4.183467 -1.652003 3.633095 0.010 0.007 0.000
H 3.620110 -2.356257 2.119295 -0.019 -0.008 -0.010
H 3.138311 -3.061647 3.678049 0.026 -0.040 -0.030
H 2.668978 -0.716278 5.576705 0.011 0.005 0.034
H 1.409044 -1.943133 5.631398 -0.012 0.010 -0.006
H 0.981198 -0.226894 5.611387 -0.014 0.014 -0.025
H -2.962504 -0.610185 1.611143 0.022 0.017 -0.024
H -3.601994 -0.816454 3.239104 -0.011 0.019 0.017
H -3.100379 -2.229434 2.326502 -0.017 0.017 0.003
H -0.114631 1.155437 4.197350 0.071 0.031 0.025
H -1.870671 1.221896 4.271935 -0.034 -0.004 0.003
H -1.044400 1.454042 2.728607 0.017 0.026 -0.002
H -1.014559 -2.760430 5.145112 0.020 0.017 0.012
H -2.482385 -1.798183 5.259700 -0.026 -0.016 0.002
H -0.956634 -1.153507 5.845987 -0.023 -0.006 -0.019
H 0.623573 -4.566354 4.296375 -0.002 0.019 0.021
H -0.076423 -5.654961 3.106932 0.013 -0.015 0.008
H -1.099533 -4.463565 3.918355 -0.022 -0.008 0.006
H 2.505441 -4.514473 1.812850 0.026 0.000 -0.010
H 2.145695 -3.494461 0.419746 0.026 -0.016 -0.006
H 1.364332 -5.078012 0.597883 -0.018 -0.005 -0.013
H -2.166446 -5.362887 1.335047 -0.007 -0.008 0.013
H -4.102954 -4.920603 -0.160072 -0.012 0.004 0.005
H -4.240757 -2.713431 -1.333107 0.007 0.000 -0.012
H -2.376417 -1.085328 -1.018832 -0.010 0.015 0.009
F 4.560586 1.296709 0.782451 0.054 -0.010 -0.052
C 4.707280 0.778387 -0.434974 -0.055 0.042 -0.002
F 4.524527 1.744261 -1.333330 0.004 -0.022 0.039
F 5.934222 0.300417 -0.546071 -0.020 -0.020 -0.028
S 3.472964 -0.587032 -0.725252 -0.460 0.400 -0.090
O 2.191582 0.020643 -0.297242 0.455 -0.428 0.620
O 3.953271 -1.728783 -0.015054 -0.017 0.052 0.017
N 3.402733 -0.676854 -2.277514 -0.168 -0.138 -0.020
S 4.406312 -1.427888 -3.239819 0.203 -0.014 -0.024
O 4.090520 -1.018279 -4.580012 -0.033 -0.016 -0.030
O 5.767183 -1.417969 -2.808396 -0.054 -0.041 0.011
C 3.884057 -3.233944 -3.178998 0.003 -0.004 -0.011
F 3.043606 -3.475471 -2.170287 0.043 0.011 -0.039
F 4.954687 -4.004780 -3.036590 -0.096 0.039 -0.021
F 3.268708 -3.565015 -4.319573 0.027 -0.002 0.095
N 1.943825 -1.546256 -6.589913 -0.014 0.118 -0.108
C 0.770501 -1.961196 -6.075392 -0.017 -0.126 0.035
O -0.109426 -2.520393 -6.702995 0.024 0.032 0.027
C 0.598364 -1.676745 -4.606586 -0.036 0.103 0.065
C 0.172812 -2.687684 -3.753806 0.023 -0.035 -0.020
C 0.050738 -2.420603 -2.410144 -0.001 -0.049 -0.047
N 0.265570 -1.200218 -1.878235 -0.182 -0.484 -0.165
C 0.641530 -0.234407 -2.709234 0.094 0.220 0.157
C 0.834681 -0.428343 -4.064547 0.036 -0.024 -0.069
H 2.121095 -1.744175 -7.560406 0.007 -0.033 0.004
H 2.712987 -1.270609 -5.993545 0.024 -0.012 0.055
H -0.021048 -3.681059 -4.133559 -0.004 0.001 -0.001
H -0.206539 -3.218285 -1.725622 0.009 0.077 -0.002
H 0.840227 0.723854 -2.252371 -0.001 -0.046 -0.023
H 1.189846 0.393137 -4.671365 -0.008 -0.009 -0.001
C -3.710216 2.505134 2.269565 -0.020 0.038 0.012
Si -3.357570 2.792339 0.453821 0.001 0.037 0.006
C -4.598060 1.808386 -0.563529 0.032 0.010 0.012
C -3.630449 4.638933 0.241638 0.019 -0.032 -0.005
Sb -1.031489 1.920972 -0.261247 -0.351 0.344 0.024
Si -1.387797 2.573924 -2.734805 -0.026 0.016 -0.011
C -2.532656 4.024395 -3.067859 0.019 -0.021 -0.038
C 0.267763 3.045149 -3.518556 0.017 0.003 0.056
C -2.171714 1.085624 -3.602664 -0.025 0.006 -0.007
Si 0.316826 3.989801 0.445062 0.052 0.037 -0.030
C 0.022797 4.284382 2.272025 0.020 -0.018 -0.011
C -0.132054 5.540867 -0.510706 -0.011 -0.014 0.023
C 2.126654 3.607406 0.138718 -0.041 0.027 0.001
H -4.711100 2.886225 2.494951 -0.009 0.004 -0.038
H -3.003307 3.047507 2.898903 0.010 -0.010 0.013
H -3.677527 1.458032 2.552100 0.019 -0.128 0.037
H -5.610922 2.195110 -0.427285 -0.009 0.011 0.019
H -4.595396 0.764244 -0.239330 0.014 -0.019 -0.016
H -4.368892 1.830352 -1.630222 -0.010 -0.007 -0.012
H -4.690785 4.847295 0.411888 -0.015 0.004 0.008
H -3.360276 5.031462 -0.733097 0.002 0.026 -0.066
H -3.066160 5.185627 1.000196 0.019 0.005 0.002
H -2.162896 4.952707 -2.633581 -0.003 0.020 0.012
H -3.548371 3.849389 -2.714274 -0.024 0.007 0.025
H -2.582201 4.159928 -4.153213 0.008 0.001 -0.007
H 1.141475 2.700575 -2.963262 0.017 -0.009 -0.022
H 0.340303 2.661079 -4.538746 -0.021 -0.002 -0.011
H 0.337267 4.133166 -3.581969 0.004 0.008 0.018
H -3.205334 1.314271 -3.872824 -0.013 0.013 0.036
H -2.181476 0.187479 -2.983768 0.019 -0.032 -0.015
H -1.642167 0.839062 -4.524544 -0.010 0.011 -0.017
H -1.036489 4.393000 2.510672 -0.014 0.002 -0.005
H 0.532666 5.200733 2.581738 0.016 0.005 -0.003
H 0.420988 3.460244 2.865420 -0.011 -0.021 0.030
H -1.151116 5.871418 -0.310807 -0.007 0.005 -0.014
H -0.020539 5.393405 -1.585686 0.006 0.001 -0.012
H 0.549068 6.344536 -0.216177 0.003 0.011 0.012
H 2.332503 2.543860 0.248055 0.016 -0.013 0.028
H 2.754237 4.145961 0.853269 0.009 0.020 0.002
H 2.430463 3.914685 -0.864425 -0.017 -0.043 -0.028
```
Forces are in eV/Å.

Output
- ΔE to the lowest compared entry with this formula, charge and spin (eV) = 0.136
- HOMO-LUMO gap (eV) = 7.45
- E_LUMO (eV) = -0.335
- DFT total energy (eV) = -144367.2260
- 2S+1 = 1